{"formula": "C44H50EuN12OS3", "method": "ωB97M-V/def2-TZVPD", "e_lumo_ev": [-2.69, -4.55], "s_squared": 12.0840, "homo_energy_ev": [-8.4, -9.8], "relative_energy_kj_mol": 195.76, "spin_multiplicity": 7, "charge": 1, "homo_lumo_gap_ev": [5.68, 5.20], "species": ["C", "H", "H", "C", "C", "N", "H", "C", "H", "C", "C", "C", "H", "H", "H", "S", "C", "H", "O", "H", "H", "N", "C", "H", "H", "C", "H", "H", "H", "H", "H", "H", "C", "H", "C", "H", "H", "N", "H", "C", "C", "N", "C", "C", "C", "N", "H", "H", "H", "C", "S", "H", "C", "C", "H", "C", "C", "H", "Eu", "H", "C", "H", "C", "H", "H", "H", "C", "C", "N", "C", "C", "H", "H", "N", "H", "C", "H", "H", "C", "C", "C", "C", "C", "N", "H", "C", "H", "H", "C", "H", "C", "C", "C", "H", "H", "C", "C", "H", "N", "C", "C", "N", "S", "H", "H", "C", "H", "N", "H", "N", "H"], "xyz": [[-1.765, 4.574, 3.476], [-0.992, 3.839, 3.861], [0.993, 4.416, 2.802], [0.285, 2.160, 1.313], [2.481, -5.401, 2.457], [-1.901, -1.154, 1.157], [-4.047, -1.640, 1.271], [3.366, -1.219, -3.932], [-1.110, -2.868, -4.233], [-4.043, 4.133, 2.604], [5.831, -2.076, 1.240], [-1.975, 2.981, 1.629], [-0.818, 0.217, -3.970], [-0.255, 6.154, 3.853], [3.297, 5.031, 3.433], [-4.214, 0.043, -5.181], [-0.867, -2.752, -2.038], [2.527, -6.393, 2.948], [0.188, 1.046, 0.705], [1.911, -4.716, 3.042], [6.023, -1.094, 1.756], [-2.611, 3.877, 2.464], [-1.003, 5.870, 3.047], [-1.730, 4.233, -1.519], [2.492, 1.150, 0.463], [6.055, -3.164, 3.419], [-1.382, 0.230, -5.595], [2.126, 5.229, -3.097], [2.620, 2.745, -3.348], [5.515, -5.544, 3.593], [3.901, -0.331, -4.369], [2.073, -5.598, 1.477], [0.221, 4.931, -2.212], [5.215, 3.859, 2.434], [-2.848, -4.790, -1.986], [-4.663, 0.380, -0.417], [-2.412, 4.792, 4.296], [1.840, 0.406, -3.156], [-4.011, 6.056, 1.423], [-0.715, 3.980, -1.850], [-3.060, -1.573, 1.757], [0.686, 0.851, -2.726], [1.274, -1.961, -2.684], [1.686, 3.123, -2.913], [-5.147, 0.247, -1.373], [-3.080, 0.320, -2.790], [6.528, -2.184, 3.619], [-4.283, 6.212, 3.185], [-0.783, -1.918, 4.112], [-5.214, 0.032, -3.795], [-2.983, 2.112, 0.452], [-0.069, -0.840, 2.024], [-2.328, -4.303, -3.215], [-2.830, 0.137, -4.099], [4.659, -2.683, -4.702], [2.139, -0.886, -3.231], [-2.773, -2.040, 3.067], [6.906, -3.899, 3.313], [-1.220, 0.400, -1.119], [4.805, 1.912, 0.866], [3.997, 2.461, 1.366], [-7.121, -0.262, -4.720], [-7.264, -0.110, -2.546], [-4.379, 3.832, 3.644], [4.685, -6.841, 2.794], [-5.523, 5.483, 2.153], [1.796, -3.256, -2.900], [1.836, 3.836, 2.438], [-1.580, -0.008, -4.610], [-1.394, -3.259, -3.274], [1.435, 4.492, -2.737], [-1.768, 6.655, 2.934], [-8.328, -0.291, -2.460], [5.302, -3.076, 2.221], [-0.759, -3.042, 0.068], [0.649, 2.220, -2.603], [-2.772, -4.585, -4.155], [-7.101, 0.328, -0.442], [-6.595, -0.130, -3.770], [4.017, -3.570, 2.071], [3.768, -2.509, -4.126], [4.224, 3.507, 2.227], [1.620, 2.676, 1.653], [0.086, -1.676, -2.071], [5.049, -1.996, 0.490], [5.012, -5.803, 2.672], [6.805, -2.478, 0.869], [-0.473, 5.811, 2.104], [-2.244, -4.360, -0.849], [5.673, -5.797, 1.822], [-1.437, -1.807, 3.262], [3.151, 4.195, 2.710], [2.980, -3.523, -3.585], [3.299, -4.579, -3.616], [0.079, 5.969, -2.025], [-6.552, 0.171, -1.385], [-4.450, 0.219, -2.576], [1.193, -4.042, -2.444], [-0.675, 2.982, 1.773], [-1.240, -3.389, -0.844], [2.700, 2.050, 1.075], [-0.954, -1.313, 2.093], [2.785, -2.616, 1.383], [5.456, -3.438, 4.313], [-4.573, 3.463, 1.846], [-4.448, 5.567, 2.309], [-3.677, -5.476, -1.906], [3.842, -4.869, 2.462], [-2.643, -4.714, 0.098], [-0.513, 2.640, -2.011], [-3.484, -2.391, 3.797]], "atomic_forces_ev_per_a": [[1.89, -0.99, -0.30], [-1.06, 0.76, -0.45], [0.31, -0.29, 0.05], [-1.20, 0.92, 0.55], [1.17, -1.40, 0.82], [-1.60, 0.12, 0.39], [0.96, 0.30, -0.02], [-1.60, 2.53, 0.37], [0.23, 0.26, -0.12], [-0.47, -1.58, -1.11], [0.04, -0.52, 1.28], [-2.21, 0.55, -0.13], [0.24, 0.01, -0.18], [-1.05, -0.26, -0.89], [0.03, -0.56, -0.82], [1.10, -0.14, 0.37], [0.24, -0.93, -1.09], [-0.13, 0.62, 0.02], [-0.83, 0.14, -0.48], [-0.94, 0.23, 0.12], [-0.31, -0.81, -0.56], [1.42, -0.17, 0.19], [-0.71, 0.06, 0.89], [0.59, 0.00, 0.25], [0.40, 0.73, 0.30], [1.47, -0.68, 1.14], [-0.44, -0.31, 0.97], [0.50, 0.11, 0.13], [-0.58, 0.23, 0.26], [0.32, 0.01, -0.04], [-0.52, -1.14, 0.57], [-0.09, 0.48, -0.44], [0.15, -0.96, 0.29], [0.40, -0.07, 0.18], [0.82, 0.38, -1.61], [0.22, 0.10, -0.03], [-0.49, 0.32, 0.58], [0.92, 1.57, -0.29], [0.03, -0.58, 0.29], [-0.52, -1.08, -0.27], [1.31, -0.46, -0.11], [-0.91, 0.02, 0.11], [1.32, 1.00, -1.05], [-0.05, 0.65, -0.41], [-0.67, 0.34, -0.17], [0.60, -0.82, -1.58], [-0.32, -0.38, 0.01], [-0.01, -0.07, -0.34], [-0.08, -0.10, -0.03], [-0.57, 0.39, 2.11], [0.84, 0.26, 0.33], [0.25, 0.02, -0.50], [-0.52, 0.92, 0.29], [0.25, 0.37, 0.21], [0.21, -0.34, 0.02], [0.16, -1.91, 0.00], [-0.52, 0.56, -0.35], [-0.68, 0.62, 0.31], [0.88, 0.20, 1.04], [-0.14, 0.36, 0.40], [0.24, -1.12, -1.03], [0.04, -0.07, 0.44], [0.33, 0.36, -0.01], [0.37, 0.30, -1.12], [-0.43, 0.36, -0.12], [-0.12, 0.49, 0.00], [-0.54, -0.14, 0.27], [0.19, -0.87, -0.47], [-0.08, 0.55, -0.34], [-0.48, -0.83, 1.82], [-0.21, -1.31, -0.32], [0.51, 0.05, 0.14], [0.04, 0.18, -0.29], [-0.65, 0.81, -1.43], [-0.19, -0.31, -0.09], [-0.04, 0.90, 1.15], [-0.07, -0.38, -0.13], [0.40, -0.35, -0.51], [0.05, -0.12, -0.24], [0.57, -0.34, -0.08], [-0.49, -0.28, 0.26], [0.40, -0.09, -0.71], [0.35, 0.93, -0.06], [-0.33, -0.75, 0.49], [0.48, 0.29, -0.27], [-1.34, 0.37, 0.21], [-0.75, 0.41, 0.01], [0.03, -0.37, -0.13], [0.03, 0.48, 1.43], [0.34, 0.35, -0.24], [0.26, 0.20, -0.77], [-1.40, 1.56, 1.79], [-0.16, -1.29, 0.52], [-0.15, 0.72, -0.20], [-0.40, 0.57, -0.06], [0.39, -0.26, 0.43], [-1.64, -0.45, -1.25], [0.49, -0.17, -0.23], [1.28, -0.86, -0.48], [0.22, 0.96, -0.53], [0.43, -1.11, -0.03], [-0.40, -0.09, 0.88], [0.21, -0.56, 0.26], [0.22, 0.12, -0.66], [0.76, 0.75, 1.20], [-0.37, 0.33, 0.51], [0.00, -0.15, -0.35], [0.65, 0.14, -0.38], [0.34, -0.04, 0.03], [0.51, 0.68, -0.65], [0.05, -0.10, -0.09]], "mulliken_spin": [0.000, 0.000, 0.000, 0.000, 0.000, -0.006, 0.000, 0.091, -0.005, 0.000, 0.001, 0.004, -0.004, 0.000, 0.000, 0.000, -0.086, 0.000, 0.003, 0.000, 0.000, 0.000, -0.001, -0.001, 0.000, 0.000, -0.001, -0.001, 0.013, 0.000, 0.002, 0.000, 0.074, 0.000, 0.028, -0.001, 0.000, 0.499, 0.000, -0.035, 0.003, 0.178, 0.285, 0.111, 0.001, 0.007, 0.000, 0.000, 0.000, -0.001, -0.007, 0.001, -0.018, 0.001, 0.006, 0.023, -0.001, 0.000, 4.050, 0.000, -0.002, 0.000, 0.000, 0.000, 0.000, 0.000, 0.082, 0.000, 0.006, 0.034, -0.032, 0.000, 0.000, 0.000, 0.011, -0.081, 0.000, 0.000, 0.000, 0.001, 0.085, -0.001, -0.006, 0.469, 0.000, 0.000, 0.000, 0.001, -0.008, 0.000, 0.002, 0.000, 0.102, 0.011, 0.005, 0.000, -0.001, -0.001, -0.001, 0.042, 0.009, -0.002, -0.001, 0.000, 0.000, 0.000, 0.002, 0.000, 0.001, 0.060, 0.000]}